# 1
Entry from the OMol25 dataset: a structure of composition C29H21BrCuIN5O3 (the ωB97M-V functional and the def2-TZVPD basis).

Properties
* multiplicity: 2
* HOMO-LUMO gap (alpha / beta): 7.14 / 6.62 eV
* ⟨S²⟩: 0.754

Last column: Löwdin spin population.
Cartesian coordinates (Å):
Cu: -0.417 -1.027 -0.790  0.682
C: -4.414 -1.768 -2.401  0.001
C: -3.993 -2.575 -1.216  0.007
N: -4.899 -3.162 -0.476  -0.001
C: -4.512 -3.864 0.614  0.008
C: -3.207 -4.019 0.993  -0.001
C: -2.847 -4.789 2.234  0.000
O: -2.039 -4.027 3.132  0.000
C: -2.213 -3.378 0.217  0.008
C: -0.817 -3.534 0.551  0.000
N: 0.112 -2.716 0.198  0.037
C: 1.444 -3.011 0.586  0.002
C: 1.747 -3.340 1.903  0.001
C: 3.058 -3.586 2.278  0.000
C: 4.079 -3.499 1.344  0.000
C: 3.788 -3.176 0.026  0.000
C: 2.475 -2.935 -0.350  0.000
I: 2.042 -2.540 -2.350  0.000
C: -2.594 -2.639 -0.909  0.003
O: -1.749 -2.045 -1.696  0.111
H: -5.495 -1.816 -2.506  0.000
H: -3.933 -2.134 -3.308  0.000
H: -4.093 -0.732 -2.276  0.000
H: -5.308 -4.310 1.198  0.000
H: -2.253 -5.675 1.999  0.000
H: -3.762 -5.134 2.723  0.000
H: -2.545 -3.247 3.390  0.000
H: -0.525 -4.422 1.110  0.002
H: 0.946 -3.377 2.631  0.000
H: 3.280 -3.836 3.306  0.000
H: 5.104 -3.683 1.636  0.000
H: 4.577 -3.120 -0.711  0.000
Br: 3.017 4.384 3.914  0.000
C: 2.373 4.851 2.197  0.000
C: 3.259 5.320 1.242  0.000
C: 2.774 5.660 -0.012  0.000
C: 1.434 5.489 -0.321  0.000
C: 0.548 5.053 0.659  0.000
C: 1.018 4.736 1.922  0.000
N: 1.019 5.946 -1.629  0.003
N: 0.229 5.306 -2.332  0.000
C: -0.184 3.977 -1.981  0.006
C: -1.527 3.717 -2.100  0.000
C: -2.113 2.514 -1.676  0.008
C: -1.319 1.504 -1.158  0.001
O: -1.747 0.399 -0.637  0.083
C: 0.106 1.709 -1.205  0.001
N: 0.848 0.624 -0.850  0.030
C: 2.157 0.730 -0.798  0.004
C: 2.827 1.903 -1.178  0.000
C: 2.098 2.980 -1.599  0.001
C: 0.687 2.929 -1.583  0.000
H: 4.307 5.433 1.477  0.000
H: 3.440 6.054 -0.769  0.000
H: -0.507 4.964 0.443  0.000
H: 0.336 4.396 2.688  0.000
H: -2.153 4.512 -2.488  0.000
H: -3.183 2.369 -1.723  0.000
H: 2.710 -0.144 -0.478  0.001
H: 3.906 1.930 -1.157  0.000
H: 2.603 3.872 -1.949  0.000


# 2
Entry from the OMol25 dataset: a structure of composition C29H21Cl4N2O4PtTe (the ωB97M-V functional and the def2-TZVPD basis).

Properties
* HOMO-LUMO gap: 6.75 eV
* total charge: -1

Last column: Löwdin charge in e.
Cartesian coordinates (Å):
Pt: 0.157 -1.547 -0.489  1.298
O: 1.638 -1.721 -1.797  -0.240
C: 2.641 -0.880 -1.803  -0.353
C: 3.633 -1.126 -2.782  -0.014
C: 4.719 -0.305 -2.937  -0.089
C: 4.893 0.819 -2.118  -0.111
C: 3.952 1.070 -1.152  -0.060
C: 2.821 0.252 -0.963  -0.144
C: 1.943 0.643 0.114  -0.049
N: 0.847 0.058 0.413  -0.177
N: 0.111 0.480 1.507  0.116
C: -0.914 -0.301 1.687  -0.448
O: -1.238 -1.309 0.929  -0.200
C: -1.820 -0.027 2.830  -0.144
C: -2.999 -0.754 2.952  -0.014
C: -3.863 -0.501 4.007  -0.081
C: -3.551 0.474 4.944  -0.099
C: -2.370 1.197 4.825  -0.089
C: -1.506 0.949 3.771  -0.029
H: 3.485 -1.993 -3.412  0.119
H: 5.450 -0.532 -3.704  0.099
H: 5.750 1.468 -2.238  0.091
H: 4.067 1.929 -0.500  0.108
H: 2.229 1.483 0.741  0.138
H: -3.224 -1.516 2.218  0.120
H: -4.780 -1.069 4.099  0.100
H: -4.224 0.668 5.770  0.095
H: -2.122 1.954 5.558  0.097
H: -0.584 1.502 3.662  0.106
Cl: -1.774 -7.865 0.657  0.625
C: -0.889 -6.380 0.721  -0.721
C: 0.019 -6.145 1.739  -0.719
Cl: 0.283 -7.340 2.964  0.625
C: 0.716 -4.933 1.786  -0.616
Cl: 1.852 -4.607 3.049  0.677
C: 0.523 -3.946 0.824  -0.391
O: 1.169 -2.793 0.859  -0.209
C: -0.403 -4.200 -0.231  -0.371
O: -0.569 -3.277 -1.184  -0.323
C: -1.098 -5.399 -0.257  -0.617
Cl: -2.224 -5.651 -1.544  0.684
C: 0.056 5.707 -1.104  -0.059
C: -0.277 4.270 -1.406  -0.277
C: 0.478 3.528 -2.299  -0.027
C: 0.184 2.196 -2.586  -0.315
C: 1.053 1.482 -3.587  -0.088
C: -0.904 1.583 -1.948  -0.491
Te: -1.353 -0.470 -2.319  1.095
C: -1.689 2.325 -1.050  -0.314
C: -2.898 1.750 -0.357  -0.092
C: -1.358 3.651 -0.793  -0.026
H: 0.963 6.018 -1.624  0.068
H: 0.210 5.858 -0.034  0.077
H: -0.754 6.371 -1.413  0.076
H: 1.330 3.992 -2.787  0.110
H: 2.014 1.988 -3.688  0.077
H: 0.574 1.458 -4.570  0.085
H: 1.231 0.448 -3.305  0.017
H: -2.719 0.737 -0.008  0.021
H: -3.747 1.695 -1.042  0.081
H: -3.182 2.374 0.491  0.077
H: -1.960 4.212 -0.084  0.114


# 3
Entry from the OMol25 dataset: a structure of composition C29H21N6O5PdS (the ωB97M-V functional and the def2-TZVPD basis).

Properties
* multiplicity: 5
* HOMO-LUMO gap (alpha / beta): 5.12 / 5.22 eV
* total charge: +3
* ⟨S²⟩: 6.028

Last column: Löwdin spin population.
Cartesian coordinates (Å):
Pd: -0.427 -0.143 -1.028  1.417
N: -4.079 1.939 -0.631  0.014
C: -3.405 3.139 -0.507  0.009
C: -3.861 4.444 -0.334  0.003
C: -2.895 5.419 -0.248  0.003
C: -1.522 5.110 -0.331  0.007
C: -1.078 3.819 -0.500  0.000
C: -2.043 2.816 -0.590  0.015
N: -1.923 1.447 -0.759  0.093
C: -3.165 0.968 -0.781  0.003
C: -3.379 -0.454 -1.029  0.131
C: -4.546 -1.215 -1.124  0.290
S: -4.227 -2.841 -1.482  0.268
C: -2.427 -2.476 -1.637  0.051
N: -2.259 -1.128 -1.217  0.353
H: -5.082 1.823 -0.634  0.000
H: -4.914 4.682 -0.273  0.000
H: -3.191 6.450 -0.117  0.000
H: -0.809 5.921 -0.262  0.000
H: -0.024 3.592 -0.570  0.000
H: -5.560 -0.872 -0.979  0.009
H: -2.137 -2.598 -2.686  0.020
N: 0.332 -0.364 1.023  0.127
C: 0.823 0.723 1.852  -0.006
C: 0.358 0.733 3.157  0.017
C: 0.872 1.601 4.106  -0.006
C: 1.901 2.464 3.753  0.008
C: 2.324 2.505 2.446  0.005
C: 1.780 1.687 1.428  -0.001
C: 2.110 2.048 0.055  0.017
C: 2.584 3.320 -0.274  0.011
C: 2.649 3.778 -1.582  0.008
C: 2.193 3.030 -2.686  -0.002
C: 1.802 1.751 -2.471  0.017
C: 1.867 1.228 -1.127  0.068
H: -0.397 -0.847 1.547  0.000
H: 1.085 -1.051 0.942  0.002
H: -0.392 0.011 3.461  0.001
H: 0.496 1.571 5.120  0.000
H: 2.361 3.106 4.490  0.000
H: 3.126 3.187 2.205  0.000
H: 2.843 4.024 0.501  0.002
H: 3.031 4.778 -1.753  0.000
H: 2.215 3.453 -3.681  0.000
H: 1.562 1.068 -3.278  0.003
O: 2.673 -0.800 -0.353  0.514
N: 2.148 -0.081 -1.119  0.429
O: -1.687 -3.407 -0.860  0.020
C: -0.343 -3.310 -0.873  0.009
O: 0.238 -2.287 -1.253  0.062
C: 0.354 -4.485 -0.372  0.004
C: -0.310 -5.663 -0.010  0.001
C: 0.415 -6.744 0.460  0.000
C: 1.797 -6.660 0.583  0.001
C: 2.429 -5.479 0.230  0.000
C: 1.741 -4.396 -0.255  0.001
N: 3.902 -5.351 0.384  0.000
O: 4.372 -4.254 0.155  0.000
O: 4.501 -6.332 0.733  0.000
H: -1.384 -5.735 -0.105  0.000
H: -0.093 -7.658 0.732  0.000
H: 2.388 -7.490 0.948  0.000
H: 2.288 -3.511 -0.540  0.000


| no. | maximum force (hartree/bohr) | total energy (eV) |
| --- | --- | --- |
| 1 | 0.0142 | -166788.70097 |
| 2 | 0.0068 | -102216.91276 |
| 3 | 0.0107 | -63873.64893 |